Formula: C18H70O17
Source: OMol25
Level of theory: ωB97M-V with the def2-TZVPD basis set

XYZ file:
```
105
Properties=species:S:1:pos:R:3:forces:R:3
O -22.34656 7.52865 3.05365 -0.2 0.7 -0.2
H -22.11321 7.43297 3.98806 -0.2 -0.5 -0.1
H -22.87259 6.74463 2.86522 0.3 -0.1 0.1
O -21.72676 5.43125 4.54900 -0.2 0.2 0.2
H -20.76568 5.41146 4.67817 0.0 -0.3 0.1
H -22.08702 5.42583 5.44461 0.0 -0.1 0.1
O -16.83407 5.71009 4.42076 0.9 -0.5 0.1
H -16.55717 5.27727 5.23434 0.2 0.0 0.1
H -16.16666 6.40048 4.26915 0.0 0.4 0.0
O -21.67122 6.27328 7.62276 0.1 -0.2 -0.1
H -21.90640 7.08748 8.07770 -0.1 0.1 -0.1
H -21.01074 6.54902 6.97711 0.1 0.1 0.1
O -20.02698 11.59363 1.43573 0.2 0.1 -0.3
H -19.65547 12.17267 2.10953 0.1 -0.2 0.1
H -19.99205 10.71232 1.84120 -0.2 0.0 0.1
O -18.80583 4.50616 2.42176 -0.1 0.1 0.2
H -18.17403 4.84575 1.77857 0.1 -0.1 -0.1
H -18.46765 4.81011 3.27431 0.1 -0.3 -0.6
O -16.61748 12.12074 3.28722 -2.1 1.3 -0.1
H -16.80804 11.87124 2.37760 0.0 0.0 -0.2
H -17.37458 12.66833 3.53664 -0.1 0.2 -0.3
O -21.47941 8.61057 0.39126 0.2 0.4 -0.1
H -21.76876 8.42790 1.28969 -0.3 -0.2 0.3
H -22.24020 8.43795 -0.17044 0.0 0.0 0.0
O -22.95813 11.46532 1.49944 -0.3 -0.1 0.1
H -22.19233 10.92959 1.26071 0.1 0.1 0.0
H -22.62874 12.36340 1.41708 0.1 0.0 0.0
O -19.36375 6.65511 0.60038 0.1 -0.1 0.2
H -19.57000 6.20106 1.43127 -0.1 -0.1 -0.3
H -19.81668 7.50696 0.67178 -0.2 -0.1 -0.4
O -19.10712 5.08341 5.42768 -0.4 -0.2 0.1
H -18.86365 4.17733 5.64155 -0.2 -0.1 0.0
H -18.45033 5.37312 4.77673 0.1 0.4 0.6
C -25.26670 9.18199 5.67355 0.3 0.1 0.7
C -23.81282 9.65695 5.45406 -2.4 0.2 -0.2
C -23.75311 11.18599 5.39896 0.5 -0.9 -0.6
O -22.96798 9.11922 6.44654 0.6 -0.3 -0.2
H -25.33919 8.09518 5.62280 0.1 0.0 0.0
H -25.95214 9.61008 4.94242 0.1 0.0 -0.1
H -25.58470 9.49426 6.67451 -0.2 0.0 0.0
H -23.61733 9.24202 4.46432 1.0 0.1 0.2
H -24.59051 11.55271 4.80921 0.1 0.2 0.0
H -22.81846 11.37734 4.87326 0.0 0.7 0.2
H -23.76418 11.63942 6.39070 0.0 0.0 0.0
H -23.06049 9.65378 7.24102 -0.1 0.1 0.0
C -20.39369 15.07056 4.77244 0.2 0.3 0.0
C -19.50014 13.84875 4.63510 -0.2 -0.3 0.3
C -20.14687 12.55936 5.15790 0.2 0.9 -0.4
O -19.07205 13.66077 3.27610 0.0 0.1 0.0
H -20.09584 15.87069 4.09121 0.0 -0.2 -0.2
H -20.29189 15.52131 5.76108 -0.2 -0.3 0.1
H -21.43937 14.81557 4.59093 0.0 0.0 0.0
H -18.58337 13.98035 5.21610 0.1 0.3 -0.2
H -19.33931 11.85269 5.32033 -0.3 -0.4 0.1
H -20.84844 12.17221 4.41940 0.0 -0.1 0.1
H -20.67374 12.80292 6.08144 0.1 -0.3 0.1
H -19.79639 13.91545 2.69349 0.0 0.2 0.0
C -18.54044 6.88835 10.34922 -0.4 0.3 0.5
C -17.80439 7.52072 9.19257 0.1 0.0 -0.3
C -17.84341 6.61675 7.95295 -0.3 -0.6 0.3
O -18.39578 8.78126 8.88952 0.0 -0.2 0.1
H -18.51926 7.54052 11.22638 0.3 -0.1 0.0
H -18.11257 5.92083 10.61289 0.0 0.0 0.0
H -19.60635 6.74849 10.15043 0.1 -0.1 -0.4
H -16.76822 7.69841 9.51508 0.0 -0.1 -0.1
H -17.86031 7.16221 7.01183 0.2 0.1 0.1
H -18.76020 6.02370 8.01141 -0.1 0.2 -0.3
H -17.04732 5.86702 7.91798 0.2 0.2 0.1
H -17.72823 9.24207 8.35786 -0.2 0.3 0.1
C -19.34888 9.01889 5.52605 -0.1 -0.1 0.0
C -19.15826 9.09200 4.00509 0.3 0.4 0.1
C -18.65734 7.78809 3.42385 0.0 -0.4 0.0
O -20.33370 9.54407 3.32418 0.2 -0.2 0.2
H -18.47557 9.43022 6.03825 -0.5 -0.2 -0.1
H -19.46553 7.97253 5.82365 -0.1 0.1 0.2
H -20.20311 9.59135 5.88475 -0.2 -0.1 -0.2
H -18.38593 9.84319 3.80403 -0.6 0.2 0.0
H -19.42876 7.00884 3.50501 0.0 0.2 0.1
H -17.78429 7.40810 3.95692 -0.4 0.5 0.0
H -18.40101 7.83696 2.36426 0.0 0.3 0.1
H -20.93452 8.79080 3.29800 -0.2 0.1 -0.2
C -17.54565 12.43440 7.59978 0.2 0.3 0.2
C -16.21997 11.80843 7.96855 0.3 -0.5 -0.7
C -15.69779 12.25111 9.31397 0.1 0.1 0.3
O -16.31210 10.36790 7.85261 -0.4 1.0 2.8
H -17.94801 12.10566 6.64762 0.1 -0.3 0.0
H -17.35586 13.50441 7.48433 -0.2 0.1 0.2
H -18.28611 12.25236 8.38009 0.0 0.1 0.0
H -15.47079 12.07237 7.21053 -0.1 0.4 0.0
H -16.39400 12.03782 10.12759 -0.1 -0.1 -0.1
H -15.50999 13.32605 9.31722 0.0 0.0 -0.1
H -14.74434 11.76605 9.53923 0.0 0.0 0.0
H -15.47368 10.03435 8.18893 -0.1 -0.2 0.1
C -16.13303 9.71720 5.64658 0.5 -0.6 -1.2
C -15.81903 9.51233 4.18432 0.2 0.5 -0.4
C -14.82352 10.50032 3.61448 1.4 -0.1 0.2
O -15.30923 8.17487 4.03245 0.0 -0.7 0.1
H -15.24265 9.62051 6.27232 0.1 -0.2 -0.7
H -16.85723 8.95658 5.94663 0.5 0.1 0.1
H -16.55186 10.70010 5.86126 0.0 -0.3 -0.8
H -16.74639 9.59442 3.60661 0.4 -0.1 0.1
H -15.16083 11.53753 3.65537 0.8 -1.0 0.3
H -14.63303 10.27422 2.56063 0.0 -0.1 -0.1
H -13.86001 10.46831 4.12872 0.1 -0.5 0.1
H -15.07339 8.03933 3.10821 0.1 0.2 0.0
```
Positions in Å, forces in eV/Å.

Calculated values
E_HOMO   -0.3631 Eh
ΔE to the lowest compared entry with this formula, charge and spin   65.7 kcal per mole
Total charge   0
Molar mass   558.74 g/mol

Löwdin atomic charge list, values in e, 2 entries:
1 O -0.063
2 H 0.032


Formula: C18H72O18
Source: OMol25
Level of theory: ωB97M-V with the def2-TZVPD basis set

XYZ file:
```
108
Properties=species:S:1:pos:R:3:forces:R:3
C 1.96970 -0.33849 4.66104 -2.3 1.1 1.3
O 1.95170 -0.12449 3.26704 -1.2 0.9 0.6
H 2.46770 0.42151 5.30704 -0.4 -0.1 -0.8
H 2.45870 -1.22749 4.80304 1.4 -2.4 0.8
H 0.91270 -0.53049 5.06304 1.4 0.6 -0.7
H 2.85270 -0.28649 3.02104 1.2 -0.1 -0.6
C 2.50870 -1.15349 -1.98896 1.1 1.0 1.0
O 3.47470 -1.19749 -2.99096 0.2 -0.3 -0.7
H 2.70870 -0.28149 -1.34296 -0.2 -0.2 0.1
H 2.58170 -2.03949 -1.37696 0.1 -0.4 0.2
H 1.50370 -1.05049 -2.30796 -1.0 0.1 -0.7
H 3.20570 -0.56949 -3.68496 0.0 -0.4 0.0
C 1.64470 3.14651 3.33804 0.3 -1.1 0.7
O 0.74570 4.19551 3.26504 0.4 1.3 -1.0
H 1.65870 2.78851 4.36504 0.3 -0.3 0.3
H 2.65170 3.43051 3.07904 0.2 0.4 -0.3
H 1.36870 2.28651 2.72504 0.0 0.0 -0.2
H -0.03630 3.89451 3.70104 -1.1 -0.2 0.4
C -1.15030 1.29151 4.20604 0.5 -1.0 -0.7
O -1.45830 2.67551 4.26504 0.6 -0.3 0.5
H -1.14830 0.75051 5.16504 0.1 0.6 0.1
H -0.18130 1.11051 3.69104 -0.5 0.4 0.5
H -1.88330 0.77551 3.59804 -0.2 0.0 -0.2
H -2.37530 2.72151 4.02804 -0.7 0.4 -0.1
C 1.92870 -4.40849 0.48704 0.2 -2.7 -1.4
O 2.94170 -4.85349 -0.45196 0.1 0.3 1.1
H 1.43970 -3.59349 0.10004 -1.2 2.1 -0.9
H 2.30270 -4.12849 1.43904 0.8 -0.2 0.8
H 1.17170 -5.21049 0.55704 0.3 0.3 0.4
H 2.75170 -4.49749 -1.32396 -0.2 0.0 0.1
C -3.08230 2.31251 -3.22596 0.0 2.2 -0.5
O -2.53030 2.46851 -4.51696 0.1 -1.4 -0.1
H -3.96330 1.72251 -3.18196 -0.4 -1.1 0.1
H -3.36530 3.30751 -2.96196 -0.7 0.8 0.6
H -2.29930 2.15551 -2.53896 0.8 -1.2 0.8
H -3.01830 3.15551 -4.93396 -0.2 0.8 -0.8
C -2.94330 -0.72349 -1.35396 -0.3 -0.8 -0.1
O -4.02130 -1.15749 -0.57496 -1.0 0.9 0.0
H -2.15130 -1.42449 -1.23096 0.9 -0.4 -0.4
H -2.59530 0.22851 -1.06396 0.4 1.4 0.5
H -3.23030 -0.65049 -2.38096 -0.2 -0.1 -0.8
H -3.72130 -1.87449 -0.02996 0.0 -1.1 0.5
C -0.71730 -0.23049 -4.16896 0.4 0.1 1.2
O -0.37230 1.01351 -4.72996 -0.2 -0.3 0.1
H 0.03770 -0.97749 -4.32896 0.4 -0.3 -0.7
H -1.67330 -0.54749 -4.50996 -0.8 -0.6 -0.6
H -0.77730 -0.19649 -3.07596 0.0 0.3 0.2
H -1.18830 1.54151 -4.62696 0.5 0.4 -0.6
C 0.21970 -0.35249 0.23904 0.2 -0.3 0.2
O 0.30870 0.58751 -0.82096 0.6 0.1 0.1
H -0.82830 -0.57649 0.25104 -0.5 -1.0 0.6
H 0.49670 -0.03449 1.27704 0.0 0.4 -1.0
H 0.82970 -1.26949 0.03804 -0.5 0.9 -0.1
H -0.45930 1.18551 -0.78396 0.5 0.0 0.1
C 3.51970 -1.38749 1.23604 1.1 -2.3 -0.2
O 4.29170 -1.21849 2.39004 0.6 0.7 1.5
H 4.17470 -1.77349 0.46904 0.0 -0.1 -0.6
H 3.14370 -0.46649 0.94904 -0.9 1.7 -0.6
H 2.76270 -2.12449 1.45304 -0.6 0.1 -0.4
H 4.35370 -2.06149 2.84404 0.2 -0.1 0.0
C 2.69470 2.44151 0.14504 -0.8 -1.1 -0.8
O 3.75870 3.13251 0.72904 0.1 0.4 0.2
H 2.90970 2.03151 -0.87396 0.0 0.5 0.7
H 1.79670 3.06251 0.08404 0.4 0.4 -0.1
H 2.32770 1.59151 0.73204 0.3 -0.1 0.2
H 4.50570 2.54151 0.84704 0.0 -0.1 -0.1
C 2.48170 1.65651 -3.63396 -0.3 -0.3 0.2
O 2.24870 0.66751 -4.63996 2.0 0.0 0.1
H 2.29170 2.68951 -3.95296 0.3 -0.3 -0.2
H 3.50970 1.54251 -3.21496 -0.6 0.1 -0.7
H 1.80170 1.42451 -2.82596 -0.3 0.2 0.5
H 1.43070 0.78951 -5.11196 -0.8 0.5 0.1
C -2.05530 -3.76249 0.16004 -0.8 0.6 -0.2
O -3.20430 -3.34049 0.88204 -0.1 1.2 0.6
H -2.42530 -3.96049 -0.85996 0.8 0.2 0.0
H -1.70930 -4.67549 0.59704 0.8 -0.4 0.1
H -1.34930 -2.90349 0.25304 -0.2 -1.1 -0.3
H -3.76130 -4.06249 1.13304 -0.4 -0.7 0.1
C -1.03530 -1.74949 2.88704 -0.2 -0.6 0.8
O 0.28870 -2.15649 2.53004 -1.7 -0.9 -0.5
H -1.08530 -1.40849 3.92204 0.2 0.4 0.1
H -1.73230 -2.58749 2.91104 0.5 -0.5 -0.3
H -1.56530 -1.02549 2.26204 0.7 0.3 -0.3
H 0.93070 -1.53449 2.86204 0.3 0.9 0.1
C 0.05070 -3.25249 -2.27896 -0.2 -1.4 -1.3
O -0.00930 -4.63049 -1.90296 -0.9 -0.5 0.1
H 0.96770 -3.17649 -2.83296 0.6 0.4 0.0
H 0.02870 -2.59149 -1.44796 0.0 0.5 0.8
H -0.71330 -2.97949 -3.00096 -0.4 0.0 0.1
H -0.89330 -5.03149 -2.03896 0.9 0.7 0.0
C -4.19030 -0.69649 2.88404 0.2 1.0 -0.6
O -3.74130 0.20451 1.87704 0.3 1.2 2.1
H -3.88330 -0.32449 3.85204 0.1 0.1 0.2
H -3.77430 -1.65649 2.71904 0.3 -1.1 0.0
H -5.25430 -0.73249 2.85004 -1.0 -0.3 0.2
H -3.67230 -0.23549 1.05604 -0.4 -0.9 -1.6
C -0.03330 3.98751 -3.27096 0.8 2.4 -0.2
O -1.18630 4.80951 -3.31996 -0.3 -0.5 0.5
H 0.03770 3.15351 -2.64296 -1.0 -1.6 0.9
H 0.80970 4.58651 -2.94796 0.5 0.4 0.1
H 0.14670 3.75151 -4.26696 0.4 -0.9 -1.7
H -1.53230 4.81851 -2.43296 -0.4 0.3 0.4
C -1.54430 2.28651 1.03104 -0.9 -1.9 -1.1
O -1.29130 2.76451 -0.26796 -0.4 0.8 -0.9
H -1.84930 1.23051 0.86604 -0.3 0.8 0.7
H -2.29430 2.86551 1.54104 -0.3 0.1 0.3
H -0.61230 2.25351 1.49804 1.3 0.1 1.6
H -0.79030 3.56251 -0.11396 0.4 0.5 -0.4
```
Positions in Å, forces in eV/Å.

Calculated values
E_HOMO   -0.3519 Eh
ΔE to the lowest compared entry with this formula, charge and spin   205.2 kcal per mole
Total charge   0
Molar mass   576.76 g/mol

Löwdin atomic charge list, values in e, 2 entries:
1 C -0.125
2 O -0.158